Record 1
Entry from the OMol25 dataset: one molecule with the formula C14H20N2O5S in a non-equilibrium geometry (ωB97M-V/def2-TZVPD).

Calculated values
**SMILES**: CC(C)OCCCNS(=O)(=O)c1ccc2c(c1)oc(=O)n2C
**Energy above the lowest of the compared OMol25 structures with the same formula, charge and spin**: 16.2 kcal/mol
**Energy**: -1429.39601 Ha
**Total charge**: 0
**Largest force on an atom**: 0.020 hartree/bohr
**Gap between HOMO and LUMO**: 0.350 hartree

Positions of all 42 atoms, in Å:
C  1.7790  2.8518  2.5598
C  1.4345  1.6049  1.7434
C  1.6749  0.3413  2.5641
O  2.2259  1.4708  0.5740
C  2.0431  2.4674  -0.4039
C  2.6874  1.9890  -1.7052
C  1.9869  0.7568  -2.2701
N  0.7052  1.0937  -2.8601
S  -0.3676  -0.1602  -3.0467
O  -1.5854  0.4148  -3.5298
O  0.2778  -1.1908  -3.7977
C  -0.6281  -0.7505  -1.3687
C  -0.0423  -1.9384  -0.9696
C  -0.1679  -2.3928  0.3355
C  -0.8885  -1.5974  1.2088
C  -1.4782  -0.3936  0.7867
C  -1.3630  0.0528  -0.5099
O  -2.1038  0.1914  1.8471
C  -1.9199  -0.6090  2.9362
O  -2.3253  -0.3741  4.0367
N  -1.1868  -1.7112  2.5452
C  -0.7955  -2.7639  3.4410
H  1.2307  2.8316  3.4974
H  2.8452  2.8697  2.7730
H  1.5109  3.7601  2.0261
H  0.3713  1.6581  1.4461
H  0.9907  0.3050  3.4076
H  2.6971  0.3353  2.9324
H  1.5312  -0.5348  1.9368
H  0.9664  2.6590  -0.5458
H  2.5147  3.4104  -0.0923
H  2.6667  2.7947  -2.4390
H  3.7243  1.7314  -1.4911
H  2.5853  0.3010  -3.0617
H  1.8675  0.0236  -1.4616
H  0.2468  1.8827  -2.4319
H  0.5074  -2.5004  -1.7077
H  0.2827  -3.3177  0.6561
H  -1.8257  0.9601  -0.8596
H  -1.2079  -2.5278  4.4209
H  -1.1915  -3.7209  3.0984
H  0.2923  -2.8229  3.5064



Record 2
Entry from the OMol25 dataset: C20H28N2OS2Se2SrTe2 as an isolated structure (ωB97M-V/def2-TZVPD).

Calculated values
**Energy**: -7129.89402 Ha
**Total charge**: -2
**Largest force on an atom**: 0.017 hartree/bohr
**Gap between HOMO and LUMO**: 0.189 hartree

Positions of all 58 atoms, in Å:
Sr  0.4008  -1.4863  -0.0038
C  1.1339  1.7412  3.2848
C  2.0207  1.6952  2.0655
C  3.0723  0.7853  1.9788
C  3.9011  0.7479  0.8577
C  5.0042  -0.2774  0.7666
C  3.6759  1.6466  -0.1811
C  2.6257  2.5623  -0.1280
C  2.3789  3.5070  -1.2745
C  1.8034  2.5631  0.9953
H  1.7260  1.9071  4.1902
H  0.6061  0.7913  3.4070
H  0.3972  2.5431  3.2010
H  3.2423  0.0927  2.7991
H  4.5921  -1.2871  0.7186
H  5.6554  -0.2296  1.6442
H  5.6048  -0.1315  -0.1302
H  4.3120  1.6268  -1.0611
H  2.0703  2.9481  -2.1653
H  3.2936  4.0388  -1.5487
H  1.6109  4.2413  -1.0161
H  0.9818  3.2729  1.0517
S  -2.1576  -1.2956  1.1429
C  -1.9144  -2.5493  2.3982
C  -3.0272  -3.3338  2.7528
C  -2.9805  -4.3137  3.7294
C  -1.7786  -4.5524  4.3891
C  -0.6626  -3.8057  4.0501
C  -0.6833  -2.7946  3.0698
S  0.8300  -1.8853  2.7781
H  -3.9533  -3.1462  2.2227
H  -3.8704  -4.8852  3.9701
H  -1.7091  -5.3172  5.1550
H  0.2817  -3.9901  4.5490
Se  2.9682  0.9632  -3.9949
Te  2.7995  -0.9257  -2.3614
Te  1.7736  -2.8361  -3.9973
Se  0.7990  -4.1917  -2.1176
C  -1.9577  -1.6796  -2.8516
N  -2.5078  -0.3356  -2.6630
C  -3.8506  -0.3573  -2.0784
C  -1.6063  0.5866  -2.1704
O  -0.4862  0.2768  -1.7604
N  -1.9980  1.8981  -2.1841
C  -1.1381  2.8649  -1.5293
C  -2.9329  2.4327  -3.1464
H  -1.8445  -2.2179  -1.9074
H  -0.9910  -1.6404  -3.3458
H  -2.6488  -2.2479  -3.4757
H  -3.8510  -0.9274  -1.1438
H  -4.5442  -0.8232  -2.7831
H  -4.1993  0.6510  -1.8620
H  -0.5449  2.3730  -0.7661
H  -1.7542  3.6393  -1.0652
H  -0.4512  3.3334  -2.2416
H  -3.3616  1.6284  -3.7372
H  -2.4169  3.1220  -3.8245
H  -3.7392  2.9835  -2.6517



Record 3
Entry from the OMol25 dataset: an isolated ion of composition C7H17N2O3 and charge +1 in a non-equilibrium geometry (ωB97M-V/def2-TZVPD).

Calculated values
**SMILES**: C=C(O)N(COCC)C[C@@H]([NH3+])O
**Energy above the lowest of the compared OMol25 structures with the same formula, charge and spin**: 15.8 kcal/mol
**Energy**: -611.77330 Ha
**Total charge**: +1
**Largest force on an atom**: 0.104 hartree/bohr
**Gap between HOMO and LUMO**: 0.377 hartree

Positions of all 29 atoms, in Å:
C  -0.9998  1.1391  2.6202
C  -1.1628  0.7267  1.3845
O  -1.9730  -0.4281  1.2346
N  -0.6014  1.4653  0.0316
C  0.7945  1.3312  -0.2828
O  1.4541  0.0535  -0.2435
C  2.1601  -0.4510  0.9526
C  2.7039  -1.7709  0.3681
C  -1.4323  1.1638  -1.1384
C  -1.0317  -0.0141  -2.0517
N  -0.5862  -1.1574  -1.0897
O  -2.1616  -0.3291  -2.8562
H  -1.4062  0.6144  3.4027
H  -0.3706  2.0150  2.8389
H  -2.1258  -0.8445  2.0531
H  0.9784  1.7980  -1.2479
H  1.4042  1.9518  0.4946
H  2.9545  0.1696  1.0807
H  1.6096  -0.5036  1.8349
H  2.4586  -1.8605  -0.5929
H  3.8049  -1.9522  0.5450
H  2.0851  -2.4855  0.8931
H  -1.4308  2.2032  -1.5611
H  -2.3637  1.0028  -0.8053
H  -0.1402  0.3271  -2.5838
H  0.4833  -0.9454  -0.8389
H  -0.8878  -2.0228  -1.5175
H  -1.1581  -1.1223  -0.2657
H  -3.0591  -0.0743  -2.6592



Record 4
Entry from the OMol25 dataset: C24H54IrN12S as an isolated structure (ωB97M-V/def2-TZVPD).

Calculated values
**Energy above the lowest of the compared OMol25 structures with the same formula, charge and spin**: 14.0 kcal/mol
**Energy**: -2105.63831 Ha
**Total charge**: +3
**Largest force on an atom**: 0.010 hartree/bohr
**Gap between HOMO and LUMO**: 0.283 hartree

Positions of all 92 atoms, in Å:
Ir  0.1785  0.2858  0.5681
C  -1.7601  -0.2746  5.1680
N  -0.3591  -0.5359  4.8404
C  0.4748  -0.9146  5.9883
C  0.1213  -0.5842  3.5802
N  -0.2394  0.2582  2.6307
C  -0.9766  1.4786  3.0175
C  -1.0386  2.4580  1.8523
N  -1.2747  1.6934  0.5901
C  -1.0601  2.5085  -0.6426
C  -0.8290  1.5579  -1.8023
N  0.2993  0.6498  -1.5109
C  0.9745  0.1914  -2.5592
N  0.4785  0.3546  -3.8281
C  1.2870  0.9367  -4.8929
C  -0.8571  -0.0780  -4.2022
N  2.1430  -0.4693  -2.4628
C  3.0728  -0.3802  -1.3474
C  2.6350  -1.3262  -3.5471
C  -2.6585  1.0770  0.6058
C  -2.5735  -0.4108  0.8990
N  -1.4590  -0.9410  0.1149
C  -1.6857  -1.9129  -0.7682
N  -2.9350  -2.2032  -1.2235
C  -3.3815  -3.5865  -1.4040
C  -3.9084  -1.2078  -1.6466
N  -0.6993  -2.7173  -1.2187
C  -0.7109  -3.2700  -2.5727
C  0.5275  -2.9321  -0.4858
N  1.0433  -1.5684  3.3193
C  0.7350  -2.9547  3.6938
C  1.9698  -1.3985  2.2405
H  -2.0222  -0.9023  6.0182
H  -1.9460  0.7632  5.4465
H  -2.4094  -0.5641  4.3426
H  0.3159  -0.1810  6.7774
H  0.2051  -1.8974  6.3776
H  1.5244  -0.9094  5.7117
H  -1.9954  1.2382  3.3226
H  -0.4951  1.9636  3.8691
H  -1.8401  3.1867  1.9893
H  -0.1001  2.9913  1.7378
H  -1.9201  3.1574  -0.8202
H  -0.1843  3.1282  -0.4658
H  -1.7359  0.9685  -1.9443
H  -0.6745  2.1263  -2.7194
H  2.2798  1.1824  -4.5223
H  1.3928  0.2527  -5.7376
H  0.8162  1.8533  -5.2547
H  -1.3568  -0.5348  -3.3492
H  -1.4679  0.7497  -4.5726
H  -0.7902  -0.8273  -4.9953
H  2.7015  0.2876  -0.5773
H  3.2541  -1.3714  -0.9281
H  4.0312  0.0081  -1.7007
H  1.8219  -1.6417  -4.1934
H  3.3940  -0.8196  -4.1440
H  3.0922  -2.2076  -3.0979
H  -3.2716  1.6149  1.3278
H  -3.0919  1.2442  -0.3761
H  -2.3534  -0.5771  1.9525
H  -3.5225  -0.8966  0.6914
H  -2.6728  -4.2747  -0.9530
H  -4.3451  -3.7070  -0.9081
H  -3.5081  -3.8360  -2.4589
H  -3.4475  -0.2275  -1.7210
H  -4.2765  -1.4777  -2.6383
H  -4.7702  -1.1566  -0.9775
H  -1.5904  -2.9399  -3.1145
H  0.1773  -2.9237  -3.1058
H  -0.6983  -4.3600  -2.5492
H  1.2117  -2.0860  -0.5704
H  0.3174  -3.1352  0.5630
H  1.0300  -3.8017  -0.9068
H  0.0356  -2.9755  4.5208
H  0.2842  -3.4912  2.8553
H  1.6446  -3.4681  3.9994
H  2.6826  -0.5975  2.4230
H  2.4978  -2.3278  2.0417
H  1.4140  -1.1490  1.2949
S  2.0978  1.6253  1.2902
C  2.3570  3.1271  0.4913
N  2.1825  3.3966  -0.8056
C  2.7988  4.6899  -1.1677
C  3.0876  5.3134  0.2137
N  2.8423  4.1799  1.1186
H  2.0736  2.6409  -1.4627
H  2.1169  5.2943  -1.7597
H  3.7108  4.5191  -1.7386
H  2.4058  6.1286  0.4502
H  4.1102  5.6692  0.3097
H  3.0449  4.1813  2.1061



Record 5
Entry from the OMol25 dataset: an isolated ion of composition C5H8NO and charge +1 in a non-equilibrium geometry (ωB97M-V/def2-TZVPD).

Calculated values
**Energy above the lowest of the compared OMol25 structures with the same formula, charge and spin**: 124.7 kcal/mol
**Energy**: -324.84028 Ha
**Total charge**: +1
**Largest force on an atom**: 0.073 hartree/bohr
**Gap between HOMO and LUMO**: 0.312 hartree

Positions of all 15 atoms, in Å:
C  -2.6506  1.0928  -0.0962
C  -1.2278  0.7942  -0.0501
C  2.4510  -0.2166  -0.3809
C  -0.0750  0.4479  -0.4180
C  1.1249  -0.2690  0.3605
N  -3.8441  0.5902  -0.0436
O  -3.9906  -0.7150  0.2721
H  -2.8115  2.1903  -0.2279
H  2.7317  0.6494  -0.9426
H  2.5688  -0.9432  -1.1138
H  3.3220  -0.3877  0.3082
H  -4.9114  -0.9663  0.2762
H  -0.1226  0.7614  -1.4197
H  0.7624  -1.2235  0.6122
H  1.1057  0.2477  1.2938



Record 6
Entry from the OMol25 dataset: C2H3N3O2 as an isolated structure in a non-equilibrium geometry (ωB97M-V/def2-TZVPD).

Calculated values
**Energy above the lowest of the compared OMol25 structures with the same formula, charge and spin**: 143.1 kcal/mol
**Energy**: -392.56557 Ha
**Total charge**: 0
**Largest force on an atom**: 0.123 hartree/bohr
**Gap between HOMO and LUMO**: 0.378 hartree

Positions of all 10 atoms, in Å:
C  1.5582  -0.2124  -0.0950
C  -0.6522  0.5292  0.0802
H  1.0861  -0.9872  -0.8107
H  2.6146  0.2582  -0.3516
H  1.9028  -0.4655  1.1470
N  -0.7705  -0.8042  0.0361
N  -2.0424  -0.8634  0.0640
N  -1.7084  1.3774  0.0185
O  0.6917  0.9098  0.0089
O  -2.6798  0.2582  -0.0974



What is the formula in the fourth record?
C24H54IrN12S



Among the records above, which one has the lowest total charge?
C20H28N2OS2Se2SrTe2



largest force on an atom of number 1 (C14H20N2O5S)?
0.020 hartree/bohr



Look up the largest force on an atom of the fifth one.
0.073 hartree/bohr